(1)
A molecular structure, C18H40MnP2Si. Source: OMol25; level of theory: ωB97M-V/def2-TZVPD.

CARTESIAN COORDINATES (ANGSTROEM)
P 1.033 -0.871 -4.208
P 1.900 2.021 -3.751
C 1.415 0.265 -5.626
C 2.508 1.240 -5.258
H 0.472 0.814 -5.793
H 1.683 -0.295 -6.532
H 3.464 0.736 -5.056
H 2.744 2.010 -6.004
C 0.530 3.153 -4.152
H 0.302 3.634 -3.172
H -0.378 2.603 -4.465
H 0.823 3.906 -4.921
C 3.264 3.017 -3.119
H 3.213 3.827 -3.848
H 4.272 2.603 -3.173
H 3.313 3.481 -2.117
C 0.064 -1.894 -5.553
H 0.037 -2.968 -5.346
H 0.622 -1.844 -6.504
H -0.953 -1.573 -5.790
C 2.361 -2.177 -4.507
H 3.322 -1.679 -4.407
H 2.247 -2.645 -5.513
H 2.225 -2.942 -3.731
Mn 1.943 0.861 -2.087
C -2.826 1.022 -4.399
C -3.481 0.283 -5.324
C -4.771 -0.533 -5.061
C -4.886 -1.461 -3.834
C -3.729 -2.381 -3.839
C -2.554 -2.064 -3.389
C -2.116 -0.817 -2.619
C -2.687 0.596 -2.932
C 1.680 -0.190 -0.288
H -2.496 2.078 -4.583
H -3.141 0.282 -6.378
H -4.831 -1.181 -5.964
H -5.633 0.142 -5.068
H -5.004 -0.900 -2.872
H -5.760 -2.095 -4.047
H -3.837 -3.366 -4.281
H -1.631 -2.587 -3.723
H -1.025 -0.769 -2.872
H -2.110 -1.006 -1.534
H -3.592 0.802 -2.343
H -1.903 1.222 -2.507
H 1.290 -0.472 -1.307
H 1.102 -0.743 0.409
H 2.746 -0.464 -0.301
C 0.788 1.146 2.294
Si 1.330 1.577 0.482
C 0.164 3.041 0.111
C 3.066 2.253 0.398
H -0.323 1.015 2.419
H 1.146 1.809 3.113
H 1.253 0.170 2.526
H 0.236 3.698 1.004
H 0.427 3.667 -0.751
H -0.893 2.770 0.051
H 3.709 1.617 1.025
H 3.466 2.168 -0.619
H 2.965 3.277 0.788

Cartesian forces, eV/Å:
P 0.0726 -2.3628 -2.7226
P -0.8819 1.5256 -1.1751
C 0.3467 0.6448 -0.0702
C 0.5258 0.8704 -0.3305
H 0.2312 -0.2207 -0.2635
H -0.1490 0.1763 0.3403
H -0.3493 0.0494 0.2214
H -0.2966 -0.1235 -0.2316
C 0.2265 1.0615 -0.5010
H 0.1273 -0.1709 -0.8038
H 0.6798 0.1789 0.1424
H -0.4682 -0.2151 0.4151
C 1.2020 1.9867 -0.3259
H 0.6008 0.6756 0.0742
H -0.2842 -0.5499 -0.5651
H -1.0139 -0.2775 -0.4851
C -0.7966 -0.2896 -0.2271
H -0.1919 0.1399 0.4302
H -0.1673 0.1143 0.4636
H -0.0739 0.1459 0.2960
C 0.0414 0.3066 0.0498
H 0.2660 -0.3235 0.1471
H 0.2854 0.3932 0.8013
H 0.2825 0.1333 -0.1716
Mn 1.0274 -2.6301 2.2350
C -0.4568 -0.1681 0.4935
C -0.1342 0.3442 0.4975
C 1.2049 -0.8779 -0.7926
C -0.6351 0.0868 0.0548
C -0.5326 -0.8436 -0.0283
C 2.7735 1.2224 0.4600
C 0.7714 -0.2304 -1.0543
C -0.3906 0.2137 0.3533
C -0.4089 0.6178 -0.4981
H 0.7330 -1.4644 -0.4965
H -0.8316 0.8994 0.4266
H -0.4052 0.2610 0.5306
H 0.2311 0.1343 -0.1740
H 0.0093 -0.5066 -0.8491
H -0.1801 0.5179 0.5350
H -0.1370 0.1508 -0.4490
H -1.0585 -0.5108 0.6361
H -0.9143 0.2606 0.3725
H -0.3538 0.1117 -0.2193
H 0.0507 -0.0684 -0.1127
H -0.1040 0.4791 0.0968
H -0.6891 -1.3652 1.0496
H -0.3227 -1.0087 0.4103
H -0.3462 0.0103 0.4802
C 0.0926 -0.6354 0.0927
Si -0.3031 0.7956 0.8275
C 0.0017 0.1563 0.2287
C -0.2285 -0.0521 0.7387
H 0.9852 0.1889 -0.2639
H -0.2490 -0.0457 -0.7757
H -0.2768 0.2150 0.0395
H 0.0779 -0.3120 -0.2316
H -0.0175 -0.3664 0.0627
H 0.0644 -0.1025 -0.1787
H -0.0409 0.4160 0.0082
H 0.0416 0.3884 0.2693
H 0.7367 -0.1512 -0.2836

Properties
* HOMO-LUMO gap (alpha / beta): 4.375 / 6.417 eV
* ΔE to the lowest compared entry with this formula, charge and spin: 88.0 kcal/mol
* lowest unoccupied orbital energy (alpha / beta): 0.6 / 0.5 eV
* 2S+1: 6
* F_max: 3.606 eV Å⁻¹

(2)
7 unconnected molecules or ions with the total composition C18H40NO12P. Source: OMol25; level of theory: ωB97M-V/def2-TZVPD.

CARTESIAN COORDINATES (ANGSTROEM)
N 0.062 -0.233 1.233
H -0.363 0.350 1.972
H -0.543 -1.001 1.152
H 0.788 -0.738 1.692
H 0.486 0.004 0.345
P -0.804 -1.346 4.160
O -0.086 -0.075 4.302
O -1.913 -1.063 3.102
O -1.305 -1.769 5.462
O 0.022 -2.221 3.414
O 0.146 -2.609 -1.270
C -0.870 -3.172 -0.795
O -1.980 -3.548 -1.612
C -2.065 -3.276 -2.941
C -3.357 -3.555 -3.544
C -0.986 -3.603 0.649
H -1.096 -3.708 -3.597
H -1.788 -2.422 -3.289
H -3.533 -4.524 -3.564
H -3.563 -3.188 -4.405
H -4.081 -3.060 -2.868
H -1.342 -4.662 0.921
H -1.806 -3.130 1.313
H -0.038 -3.568 1.235
O -1.057 2.499 0.331
C -2.043 3.153 0.524
O -2.999 2.861 1.346
C -2.835 1.765 2.233
C -4.127 1.613 3.073
C -2.258 4.340 -0.306
H -2.210 1.884 2.876
H -2.893 0.703 1.711
H -4.417 2.593 3.464
H -3.965 0.733 3.660
H -4.880 1.382 2.240
H -2.198 5.337 0.258
H -3.317 4.325 -0.501
H -1.756 4.279 -1.145
O -2.344 2.690 -3.985
C -1.198 3.121 -4.336
O -0.033 2.478 -4.110
C -0.029 1.414 -3.175
C 1.315 0.795 -3.013
C -0.939 4.211 -5.297
H -0.867 0.698 -3.364
H -0.314 1.725 -2.183
H 1.141 -0.100 -2.424
H 2.128 1.499 -2.604
H 1.766 0.309 -3.939
H -0.100 4.024 -5.975
H -0.571 5.038 -4.770
H -1.662 4.400 -6.073
C 2.828 2.195 1.352
C 3.768 2.166 2.545
O 4.649 2.967 2.724
C 3.604 0.896 3.341
H 3.272 1.453 0.591
H 2.871 3.180 0.912
H 1.843 2.009 1.529
H 2.562 0.835 3.642
H 4.040 0.877 4.256
H 3.796 -0.042 2.872
C 5.138 -3.161 0.262
C 3.829 -2.395 0.530
O 3.644 -1.129 0.194
C 2.769 -3.109 1.431
H 6.048 -2.807 0.061
H 5.053 -3.880 -0.327
H 5.280 -3.568 1.296
H 2.136 -2.562 1.962
H 3.437 -3.584 2.246
H 2.107 -3.996 0.996

Cartesian forces, eV/Å:
N 1.3275 -0.2875 -0.2282
H -0.1020 0.4591 0.3191
H -2.1495 -1.3515 0.0421
H 1.0038 -0.5036 1.6953
H -0.6102 1.1066 -0.0676
P -4.7635 3.0754 0.3991
O 3.3547 6.1235 0.2145
O -2.9943 0.8883 -1.9530
O -1.7463 -2.0802 3.6648
O 6.8690 -7.4034 -4.9038
O -3.3741 -1.3895 0.9646
C 1.6899 0.1837 -1.4370
O 0.9588 0.1832 2.8987
C 3.7840 -4.3237 -2.3410
C -0.3574 1.1038 6.3888
C -1.2183 -1.3945 1.9862
H -2.1631 -0.5725 1.6139
H 1.3327 6.6837 -0.4683
H -1.2107 -4.6915 0.0461
H -0.5047 2.6834 -5.9617
H -0.0554 -0.4566 -0.1388
H 0.4467 0.9648 -1.5396
H 1.3382 0.6088 -1.0298
H -0.7370 0.8279 -0.6017
O 1.3792 -1.2512 0.1780
C 0.9377 -0.1139 -0.4682
O -0.9736 0.8500 0.4243
C -9.1965 -5.0390 -6.2873
C -0.8438 0.8560 -3.6529
C -3.9956 2.5981 4.6177
H 8.6270 1.3074 6.6116
H 1.4204 2.2823 0.8094
H 0.0408 -0.4364 0.7721
H -0.0522 -0.2224 0.9102
H 0.3350 0.1332 1.4403
H 0.5949 -1.4425 -0.7059
H -0.6278 0.0481 -0.6028
H 2.7678 0.0241 -4.0145
O 4.3547 1.9094 -0.7630
C -3.3539 -3.4208 -0.1203
O -0.6655 0.8728 0.3225
C -1.2383 -1.0801 0.8412
C 2.0490 -0.5742 -1.3250
C 0.8047 -0.2497 -1.7594
H 0.8808 0.2603 -0.5985
H -0.1582 0.9502 0.3998
H 0.3384 0.1474 0.7741
H -1.4495 -1.1228 -0.2886
H -0.6944 0.9514 0.6249
H 0.3859 -0.7733 0.5857
H -0.1199 1.7069 0.7280
H -1.1762 0.3868 0.7083
C 3.5858 0.5010 -1.6428
C -0.1894 -2.1740 -0.6107
O 0.1450 0.7793 0.1585
C -2.0834 0.8007 -0.8487
H -0.8165 0.8760 1.1239
H 0.1803 0.3869 -0.3197
H -2.6417 -1.0187 0.8396
H -0.7696 -0.2125 -0.2434
H 2.0965 0.3441 2.6338
H 0.2364 -0.3913 -1.0102
C -2.8546 3.7669 7.6279
C -1.7055 5.8046 -1.2212
O 1.1245 -6.1835 1.4120
C 3.8570 -4.7309 -1.8667
H 3.0554 3.0645 -1.0568
H -1.5553 -6.6411 -5.0553
H 0.0984 -0.2953 -0.8346
H -2.9176 3.1530 1.9452
H -1.1494 0.3258 -1.1274
H 1.8140 1.8486 0.3725

Properties
* HOMO-LUMO gap: 2.209 eV
* ΔE to the lowest compared entry with this formula, charge and spin: 46.7 kcal/mol
* total charge: -2
* lowest unoccupied orbital energy: 3.6 eV
* F_max: 12.227 eV Å⁻¹

(3)
A molecular structure, C18H40O30S7. Source: OMol25; level of theory: ωB97M-V/def2-TZVPD.

CARTESIAN COORDINATES (ANGSTROEM)
C -3.984 3.090 -0.606
C -3.655 1.660 -0.201
O -2.778 1.691 0.898
H -4.387 3.566 0.330
H -4.728 3.269 -1.417
H -3.082 3.645 -0.735
H -3.102 1.076 -0.975
H -4.554 1.121 0.109
H -1.917 1.565 0.504
C 0.185 -1.338 0.649
C 0.132 -0.583 -0.662
O -0.289 0.818 -0.567
H 0.482 -2.341 0.390
H -0.807 -1.443 1.075
H 0.888 -0.869 1.343
H -0.555 -1.043 -1.337
H 1.067 -0.682 -1.254
H -0.395 1.182 -1.473
C -4.089 0.059 3.660
C -3.753 -0.433 5.037
O -3.816 -1.865 4.961
S -3.423 -2.332 3.558
O -4.165 -3.450 3.134
O -2.008 -2.228 3.563
O -3.943 -1.064 2.791
H -3.424 0.811 3.295
H -5.100 0.422 3.541
H -4.337 -0.193 5.898
H -2.733 -0.164 5.345
C -0.614 5.177 -3.291
C -0.350 5.026 -4.770
O -0.493 3.607 -4.927
S -1.495 2.981 -3.922
O -0.770 2.067 -3.137
O -2.745 2.657 -4.435
O -1.727 4.325 -3.082
H -0.880 6.184 -3.015
H 0.180 4.803 -2.638
H 0.622 5.313 -5.158
H -1.114 5.498 -5.395
C 4.457 -1.605 1.301
C 4.539 -0.701 0.096
O 4.658 -1.593 -0.977
S 3.977 -2.967 -0.728
O 4.897 -4.058 -0.855
O 2.723 -2.985 -1.424
O 3.724 -2.697 0.774
H 3.974 -1.237 2.210
H 5.434 -1.919 1.569
H 5.419 -0.166 0.237
H 3.745 0.030 -0.009
C 2.224 -1.191 -4.379
C 3.685 -0.752 -4.351
O 3.732 0.706 -4.427
S 2.399 1.128 -3.588
O 1.905 2.357 -4.104
O 2.717 0.969 -2.194
O 1.420 -0.092 -4.039
H 2.164 -1.965 -3.608
H 1.890 -1.492 -5.346
H 4.234 -1.110 -5.193
H 4.171 -1.116 -3.470
C 1.306 -2.783 3.583
C 1.219 -4.150 4.207
O 2.419 -4.289 4.963
S 3.264 -3.011 4.917
O 4.184 -3.077 3.847
O 3.720 -2.785 6.220
O 2.187 -2.054 4.476
H 0.452 -2.142 3.651
H 1.650 -2.861 2.556
H 1.333 -4.862 3.355
H 0.376 -4.222 4.897
C -3.850 -1.934 -0.497
C -3.664 -3.443 -0.326
O -2.706 -3.726 -1.314
S -2.808 -2.782 -2.525
O -3.773 -3.341 -3.375
O -1.502 -2.467 -2.882
O -3.542 -1.633 -1.808
H -3.233 -1.333 0.219
H -4.885 -1.740 -0.385
H -4.613 -4.044 -0.490
H -3.172 -3.651 0.620
C 1.563 2.271 1.228
C 1.205 3.231 0.089
O 2.182 4.290 0.225
S 2.438 4.522 1.723
O 1.280 5.164 2.221
O 3.743 4.974 1.981
O 2.385 3.003 2.079
H 2.132 1.424 0.955
H 0.706 1.947 1.835
H 0.198 3.651 0.051
H 1.371 2.725 -0.876

Cartesian forces, eV/Å:
C -1.3868 0.3944 1.2618
C 0.1459 -0.2768 -0.9843
O 0.0411 0.0327 0.8949
H -0.0193 -0.3918 -0.7953
H 0.7493 -0.4193 0.4412
H 0.7151 0.3002 -0.7169
H -0.8956 0.3832 -0.0267
H -0.0237 -0.0478 -0.2062
H 0.8153 -0.2054 0.1429
C -0.2034 0.8217 -0.5913
C 0.2342 0.6351 -1.1942
O 0.3448 -0.3957 0.2144
H 0.4919 -0.4054 0.0275
H -0.1495 0.3190 0.3984
H -0.1278 -0.1982 0.1008
H -0.8056 -0.6018 -0.2089
H -0.0416 0.4337 0.8214
H 0.0678 -0.4759 0.5045
C -0.5615 0.5359 -0.6026
C 1.6898 -0.4265 1.1874
O -1.5591 -0.3018 1.6353
S 0.7794 1.3045 -0.4378
O 0.1552 -0.6862 -0.0945
O 1.1140 -1.1232 -0.8116
O -0.6302 -0.2381 -0.6956
H 0.4894 0.5794 -0.0349
H -0.3335 -0.0432 0.1165
H -1.0018 0.5240 0.0241
H -0.0527 -0.0854 -0.4162
C 0.4724 0.3383 0.3716
C -0.1911 -0.0666 -0.2871
O 0.3384 -0.4475 -1.3703
S 0.4205 1.8877 1.4196
O 0.5363 -1.2763 0.7546
O -1.5357 -0.8402 -1.2219
O -0.4906 -0.1714 0.0395
H -0.1896 0.2730 0.1709
H 0.3595 0.2711 -0.3740
H 0.1756 -0.1415 0.3377
H -0.0343 0.1275 0.2802
C -0.6624 0.3969 -0.0276
C -0.6705 0.4955 1.4657
O 1.0698 0.6591 -1.6823
S -0.4795 -1.3591 -0.2231
O -0.5519 0.9777 -0.4007
O 0.5960 -0.2434 0.1994
O -1.3741 -1.0958 1.5514
H -0.1515 0.0435 -0.4486
H 0.9318 -0.5515 0.3277
H 1.7393 1.0798 -0.4717
H -0.5200 -0.3061 -0.3753
C 0.7338 -0.9698 0.6197
C 0.4362 0.4012 -0.6117
O -1.8600 -0.6980 0.7254
S 0.4194 0.0181 -0.1592
O 0.2944 -0.4339 0.3315
O -0.4000 0.1968 -0.5932
O 0.6597 2.2116 0.6703
H -0.5700 -0.1238 -0.3592
H -0.1051 -0.5410 -0.5796
H 0.2813 -0.1936 -0.6514
H 0.2848 0.1886 0.7134
C -0.3274 1.1931 0.1408
C 0.0171 -0.7487 -1.0329
O -0.9311 -1.5289 0.3179
S 2.8424 -0.7077 0.4796
O 1.1169 -0.3440 -0.8492
O 0.3579 0.7753 1.1807
O -1.7426 1.7980 -0.5326
H -0.9883 -0.3513 -0.3686
H 0.5467 0.4185 0.0452
H -0.9576 0.0047 1.0504
H 0.0479 -0.5398 -0.3993
C -0.1575 0.0247 2.2587
C -0.6387 -0.2263 0.3058
O 1.1607 -1.4930 1.0770
S -1.3048 -1.3117 -0.0201
O -0.4963 -0.4622 -2.0420
O 1.7843 0.7979 -1.2179
O 0.4294 2.0129 -0.6114
H -0.4772 -0.4440 -0.6595
H -0.9915 0.6892 0.5028
H 1.1744 0.7152 0.2493
H -0.4527 -0.3087 0.1168
C -1.9813 0.1905 0.6934
C 0.2038 -0.6614 -1.4382
O 0.0849 -0.0189 -2.2003
S -0.5247 -0.1632 0.6400
O -0.3035 0.6109 0.7948
O 0.5151 0.5360 -0.0169
O 1.3370 0.0155 1.8206
H 0.4041 -0.9261 -0.8050
H -0.0195 0.0158 -0.5780
H 0.0939 -0.0685 0.6079
H 0.1741 0.4581 0.3943

Properties
* HOMO-LUMO gap: 10.574 eV
* ΔE to the lowest compared entry with this formula, charge and spin: 0.0 kcal/mol
* lowest unoccupied orbital energy: 0.1 eV
* F_max: 2.968 eV Å⁻¹

Which value of F_max does entry 1 give? 3.606 eV Å⁻¹

Which of these has the highest ΔE to the lowest compared entry with this formula, charge and spin? C18H40MnP2Si